[1]
Here is C28H29F6N2O12S2 as an isolated structure from the Open Molecules 2025 dataset. Energies are from ωB97M-V with the def2-TZVPD basis set.

```
! wB97M-V def2-TZVPD RIJCOSX def2/J DEFGRID3
* xyz -1 1
C 0.4987 -3.8273 1.4393
C -0.1051 -2.6763 1.0710
C -0.0354 -2.1193 -0.3140
C -1.0790 -2.3361 -1.2281
N -2.1818 -3.1285 -0.8510
C -3.2065 -2.5901 -0.3234
C -4.5401 -3.2359 -0.5616
C -3.2058 -1.3906 0.5849
C -0.9881 -1.8069 -2.5254
C -2.1583 -2.0415 -3.4639
O -3.3622 -1.5236 -2.8958
C -3.6397 -0.2117 -3.3505
C -4.3099 0.5959 -2.2468
O -5.4357 1.2774 -2.7576
C -6.3483 1.6854 -1.7687
C -7.7567 1.2295 -2.1063
C 0.1572 -1.0851 -2.9124
C 0.2914 -0.5193 -4.3198
C 0.2050 0.9771 -4.4630
O 0.0370 1.4651 -5.5398
O 0.3259 1.7726 -3.3582
C 1.0989 2.9250 -3.5695
C 2.4165 2.8319 -4.2774
O 0.6899 3.9508 -3.1500
C 1.1993 -0.8872 -1.9968
C 1.0969 -1.3906 -0.6880
C 2.2508 -1.0969 0.2458
O 2.6248 -1.8197 1.1271
C 2.9423 0.2032 -0.0110
C 3.4688 0.8886 1.2170
C 4.0603 2.2481 0.9511
O 3.3780 3.1484 0.5391
C 3.0227 0.6651 -1.2559
C 2.4538 -0.1582 -2.3446
O 3.0072 -0.2421 -3.4213
H 1.1908 -3.7866 2.2745
H 0.3227 -4.7661 0.9266
H -0.6562 -2.0973 1.8094
H -4.4043 -4.0777 -1.2288
H -5.2296 -2.5159 -0.9943
H -4.9671 -3.5612 0.3913
H -2.5715 -0.5760 0.2442
H -4.2272 -1.0186 0.6579
H -2.9429 -1.7291 1.5855
H -2.2456 -3.1089 -3.6634
H -2.0299 -1.5442 -4.4169
H -4.3346 -0.2312 -4.1944
H -2.7302 0.3140 -3.6492
H -4.6571 -0.1261 -1.4999
H -3.6036 1.2585 -1.7385
H -6.3739 2.7746 -1.6734
H -6.1001 1.3051 -0.7739
H -8.0930 1.7231 -3.0159
H -8.4482 1.5119 -1.3124
H -7.8139 0.1486 -2.2183
H 1.2563 -0.8133 -4.7236
H -0.4403 -0.9294 -4.9975
H 3.1382 2.3989 -3.5873
H 2.3834 2.2045 -5.1599
H 2.7665 3.8299 -4.5018
H 2.6055 1.0465 1.8692
H 4.1358 0.2440 1.7840
H 5.1249 2.4260 1.1722
H 3.4978 1.6042 -1.4918
C 4.3501 3.1694 5.2282
F 3.8414 3.7136 4.1174
F 5.6827 3.2890 5.1698
F 3.9275 3.8900 6.2716
S 3.8333 1.4106 5.3635
O 4.3872 0.7896 4.1894
O 2.4000 1.4597 5.4307
N 4.5781 1.0987 6.7196
S 4.4567 -0.3649 7.3198
O 5.1503 -1.3899 6.5933
O 3.1667 -0.7145 7.8421
C 5.4958 -0.0651 8.8075
F 4.9835 0.9002 9.5810
F 6.7388 0.3054 8.4751
F 5.5824 -1.1768 9.5429
*
```

Calculated values
E ... -3492.2737 Eh
E_LUMO ... 0.93 eV
Orbital gap ... 7.633 eV



[2]
Here is an isolated molecule of C20H21N3O3 from the Open Molecules 2025 dataset. Energies are from ωB97M-V with the def2-TZVPD basis set.

```
! wB97M-V def2-TZVPD RIJCOSX def2/J DEFGRID3
* xyz 0 1
C -0.6282 1.0805 -2.8974
C -0.4867 1.8938 -1.6694
N 0.5890 2.5380 -1.3263
C 0.3140 3.1210 -0.1152
C 1.1071 3.9131 0.7057
C 0.5598 4.3557 1.8925
C -0.7441 4.0273 2.2646
C -1.5507 3.2446 1.4610
C -1.0076 2.7966 0.2694
N -1.5058 2.0277 -0.7560
C -2.7988 1.4201 -0.8123
C -2.8271 -0.0018 -0.2527
O -3.6898 -0.7995 -0.4972
O -1.8101 -0.2092 0.5866
C -1.5870 -1.5505 0.9678
H -2.5330 -2.0367 1.2351
H -0.9066 -1.5172 1.8195
C -0.9436 -2.2818 -0.2218
O -0.9255 -1.7865 -1.3248
N -0.4489 -3.5000 0.0748
H -0.4299 -3.7906 1.0404
C 0.5055 -4.1393 -0.8080
H 0.2855 -5.2077 -0.8710
H 0.3654 -3.6829 -1.7891
C 1.9440 -3.9031 -0.3098
C 2.1008 -2.4587 0.0856
C 2.0368 -2.0889 1.4229
C 2.0633 -0.7539 1.7889
C 2.1484 0.2275 0.8178
C 2.2265 -0.1310 -0.5176
C 2.2028 -1.4654 -0.8802
H 2.2500 -1.7412 -1.9235
H 2.2828 0.6389 -1.2711
H 2.1478 1.2701 1.0961
H 2.0091 -0.4813 2.8335
H 1.9664 -2.8532 2.1869
H 2.6397 -4.1676 -1.1069
H 2.1435 -4.5469 0.5497
H -3.1601 1.3741 -1.8436
H -3.5063 2.0210 -0.2302
H -2.5577 2.9916 1.7601
H -1.1308 4.3940 3.2043
H 1.1514 4.9713 2.5546
H 2.1147 4.1660 0.4154
H -0.7831 0.0356 -2.6290
H 0.2811 1.1697 -3.4834
H -1.4741 1.4165 -3.4965
*
```

Calculated values
E ... -1164.7829 Eh
SMILES ... Cc1nc2ccccc2n1CC(=O)OCC(=O)NCCc1ccccc1
Energy above the lowest of the compared OMol25 structures with the same formula, charge and spin ... 30.23 kcal/mol
E_LUMO ... 0.63 eV
Orbital gap ... 8.924 eV